[1]
11 unconnected molecules or ions with the total composition C24H53ClF3N20O16P, computed with ωB97M-V/def2-TZVPD.

Structure (SMILES): CC(=O)OCCC1=C(P(C)O)C(=O)C(C(F)(F)F)=C(CC(=O)Cl)C1=O.NC(N)=O.NC(N)=O.NC(N)=O.NC(N)=O.NC(N)=O.NC(N)=O.NC(N)=O.NC(N)=O.NC(N)=O.NC(N)=O
HOMO-LUMO gap: 6.2 eV
HOMO level: -8.6 eV
Charge: 0

Cartesian coordinates (Å):
C -1.7866 -0.9239 0.4171
C -2.0028 -2.1618 1.3927
O -3.0073 -2.1023 2.1564
O -1.1543 -3.2938 1.5227
C -0.8049 -3.8781 0.2468
C -1.9727 -4.7805 -0.4084
C -1.5191 -5.1025 -1.9187
C -1.3728 -4.0840 -2.9265
P -2.3189 -2.4505 -2.8130
C -4.1182 -2.7808 -2.2522
O -2.4808 -1.9141 -4.4621
C -0.3266 -4.4389 -4.1035
O 0.5719 -3.6278 -4.3872
C -0.5056 -5.8787 -4.8012
C 0.0628 -6.1959 -6.2603
F 0.7213 -5.1004 -6.8552
F -0.9375 -6.5969 -7.1802
F 1.0750 -7.2035 -6.1211
C -1.1863 -6.8525 -4.0051
C -1.8273 -8.1172 -4.7272
C -2.6345 -9.0952 -3.7698
O -3.3502 -8.7740 -2.8162
Cl -2.5092 -10.8948 -4.1764
C -1.1946 -6.5912 -2.4173
O -1.0044 -7.4887 -1.5641
H -1.0793 -1.1090 -0.4521
H -1.3289 -0.0782 1.0696
H -2.8174 -0.6195 0.0039
H -0.3967 -3.1141 -0.5128
H 0.0800 -4.5924 0.4420
H -3.0083 -4.3273 -0.3249
H -1.9964 -5.7965 0.1317
H -4.8526 -2.0501 -2.7406
H -4.4284 -3.8821 -2.3941
H -4.1827 -2.5932 -1.1184
H -3.1159 -2.5745 -4.8422
H -1.0592 -8.7016 -5.3495
H -2.5955 -7.7133 -5.4939
N 0.4717 2.1530 3.2511
C 1.1739 1.5545 2.2557
N 2.5177 1.7081 2.3400
O 0.6367 0.9265 1.3539
H 0.8941 2.6719 3.9999
H -0.5313 2.0623 3.2246
H 3.0746 1.2786 1.6196
H 2.9773 2.2190 3.0717
N 0.8297 4.7489 0.8792
C 0.2626 5.9578 0.6518
N -0.7037 6.3041 1.5340
O 0.5969 6.6811 -0.2796
H 0.5681 4.1420 1.6361
H 1.5532 4.4543 0.2442
H -1.1507 7.1963 1.3983
H -0.9931 5.7259 2.3017
N 2.1700 9.2646 -0.2914
C 1.8260 10.4537 -0.8477
N 2.8617 11.3024 -1.0570
O 0.6691 10.7370 -1.1377
H 3.1101 9.0143 -0.0470
H 1.4260 8.6031 -0.1194
H 2.6478 12.1955 -1.4684
H 3.8150 11.0898 -0.8268
N -0.0034 -8.7328 1.6970
C 1.3179 -8.4968 1.8405
N 1.9023 -7.8810 0.7800
O 1.9427 -8.8129 2.8478
H -0.5312 -8.4823 0.8812
H -0.4739 -9.1878 2.4600
H 2.8874 -7.6872 0.8472
H 1.4083 -7.6148 -0.0530
N 3.9476 -9.0945 5.1875
C 5.2727 -8.8573 5.3302
N 5.8550 -8.2416 4.2688
O 5.8977 -9.1713 6.3339
H 3.4178 -8.8431 4.3693
H 3.4787 -9.5495 5.9525
H 6.8401 -8.0471 4.3352
H 5.3603 -7.9760 3.4370
N 6.4586 14.7380 -1.4976
C 5.2717 14.0824 -1.4012
N 4.1763 14.8726 -1.4682
O 5.1988 12.8679 -1.2643
H 6.5403 15.7314 -1.6102
H 7.2957 14.1809 -1.4518
H 3.2678 14.4146 -1.3998
H 4.2121 15.8690 -1.5802
N -4.8625 4.4327 0.0629
C -3.5357 4.6565 0.2415
N -2.9299 5.3191 -0.7739
O -2.9347 4.2889 1.2412
H -5.3745 4.7257 -0.7489
H -5.3479 3.9430 0.7963
H -1.9438 5.5050 -0.6784
H -3.4054 5.6289 -1.6015
N -2.4856 -12.1842 0.8159
C -2.6019 -10.8657 0.5200
N -3.3325 -10.5904 -0.5856
O -2.0860 -9.9875 1.1981
H -2.9010 -12.9178 0.2718
H -1.9480 -12.4257 1.6321
H -3.4368 -9.6210 -0.8342
H -3.7656 -11.2897 -1.1603
N -0.3608 15.4027 -2.2286
C 0.5583 15.1278 -1.2733
N 0.1951 15.4781 -0.0165
O 1.6344 14.6028 -1.5263
H -1.2484 15.8320 -2.0429
H -0.1259 15.1556 -3.1760
H 0.8536 15.2882 0.7213
H -0.6817 15.9088 0.2123
N -0.0728 -3.0272 5.5746
C -0.1863 -1.6970 5.3336
N -0.9056 -1.3812 4.2293
O 0.3206 -0.8497 6.0562
H -0.4810 -3.7373 4.9941
H 0.4545 -3.3029 6.3864
H -1.0129 -0.4039 4.0166
H -1.3292 -2.0608 3.6253

[2]
C4H8N2S in the gas phase, computed with ωB97M-V/def2-TZVPD.

Structure (SMILES): C/C(=N/S)[C@H]1CN1
Energy relative to the best compared isomer or geometry (same formula, charge and spin): 268.2 kJ/mol
HOMO-LUMO gap: 9.3 eV
HOMO level: -8.5 eV
Charge: 0

Cartesian coordinates (Å):
C -1.9276 -0.1058 1.4533
C -0.7239 -0.1783 0.5457
N -0.1422 -1.2627 0.5340
S 1.1871 -1.6049 -0.5000
C -0.5506 1.1389 -0.2174
C 0.6356 1.9902 0.0435
N 0.3448 1.3886 -1.3051
H -1.8354 0.5953 2.2803
H -2.1474 -1.1294 1.8677
H -2.7734 0.2966 0.9081
H 1.1924 -0.4713 -1.1911
H -1.4965 1.6875 -0.2864
H 0.5774 3.0756 0.2042
H 1.4921 1.5959 0.5960
H -0.0238 2.0766 -1.9312

[3]
C9H11Cl3 in the gas phase, computed with ωB97M-V/def2-TZVPD.

Energy relative to the best compared isomer or geometry (same formula, charge and spin): 312.5 kJ/mol
HOMO-LUMO gap: 8.3 eV
HOMO level: -8.8 eV
Charge: 0

Cartesian coordinates (Å):
C -2.7857 0.7575 1.4723
C -1.4905 1.1786 1.4332
C 1.6664 -0.4662 -1.1690
C 0.4928 -1.0861 -2.0602
C 1.2624 0.9353 -0.7140
C -0.3140 -0.9798 1.4119
C -0.2178 0.3553 1.3356
C -0.8393 -0.8421 -1.6624
C 0.9984 0.9729 0.8450
Cl -1.8289 -2.2147 -1.8949
Cl 2.4152 0.1381 1.5994
Cl 1.2528 2.7124 1.2880
H -3.4293 1.4675 1.8362
H -3.2219 -0.1884 1.2413
H -1.2014 2.1643 1.7847
H 1.6791 -1.1814 -0.2840
H 2.5426 -0.5990 -1.7646
H 0.5119 -0.5949 -3.0630
H 0.7358 -2.0632 -2.3432
H 2.1448 1.5457 -0.8765
H 0.2770 1.2171 -1.2343
H 0.5638 -1.6900 1.3039
H -1.2140 -1.5388 1.5145

[4]
C4H8N2O in the gas phase, computed with ωB97M-V/def2-TZVPD.

Structure (SMILES): C[C@](O)(C#N)CN
Energy relative to the best compared isomer or geometry (same formula, charge and spin): 133.5 kJ/mol
HOMO-LUMO gap: 11.0 eV
HOMO level: -10.4 eV
Charge: 0

Cartesian coordinates (Å):
C -0.1168 -1.6002 -0.1230
C -0.3184 -0.1431 -0.5539
O -1.6405 0.2680 -0.3180
C -0.0464 -0.0251 -2.0050
N 0.2268 0.0634 -3.1250
C 0.6389 0.8283 0.1908
N 0.0981 1.0758 1.5262
H -0.8679 -2.2308 -0.6052
H -0.2565 -1.6689 0.9608
H 0.8798 -1.9747 -0.3837
H -1.6341 0.4909 0.6337
H 0.6844 1.7637 -0.3770
H 1.6465 0.3969 0.2199
H 0.0182 2.0677 1.7084
H 0.6880 0.6882 2.2510

[5]
A molecular structure, C17H12ClN3OS, computed with ωB97M-V/def2-TZVPD.

Energy relative to the best compared isomer or geometry (same formula, charge and spin): 1137.4 kJ/mol
HOMO-LUMO gap: 8.8 eV
HOMO level: -8.4 eV
Charge: 0

Cartesian coordinates (Å):
Cl 2.4851 -2.6558 2.8042
C 0.8751 -2.6153 2.1016
C -0.0238 -2.0115 2.8105
C -1.3898 -1.7689 2.1998
C -1.8076 -2.2660 0.7986
C -0.6815 -2.7404 0.2200
C 0.5506 -2.8020 0.8464
H 1.4484 -3.5307 0.0852
H -0.7767 -3.2128 -0.8931
C -3.0323 -2.1170 0.3102
H -3.3692 -2.9444 0.5319
H -2.8047 -1.9835 -0.9245
S -4.2118 -0.7524 0.8087
C -3.0823 0.6412 0.3024
N -3.6819 1.7822 -0.0322
N -2.6778 2.7326 -0.3302
C -1.7687 1.8770 -0.4412
C -0.3632 2.3421 -0.9199
C 0.0447 3.3358 -1.5465
N 1.3359 3.6179 -1.7738
C 1.8919 2.3684 -1.5817
C 3.3452 2.1517 -1.5034
C 3.6765 0.7585 -1.0368
C 2.6700 0.0409 -0.3944
C 1.4337 0.1310 -0.6174
C 0.9224 1.4545 -0.8724
H 0.3592 -0.3436 0.0293
H 3.0589 -1.1305 -0.1306
H 4.5679 0.5395 -1.0885
H 3.9257 2.6526 -1.9382
H 1.8389 4.2695 -2.3291
H -0.7460 4.2428 -1.8804
O -1.8246 0.5546 -0.0544
H -2.2499 -1.1946 2.7241
H 0.0616 -1.4234 3.7158

[6]
5 unconnected molecules or ions with the total composition C13H30F9N3O5P, computed with ωB97M-V/def2-TZVPD.

Energy relative to the best compared isomer or geometry (same formula, charge and spin): 0.0 kJ/mol
HOMO-LUMO gap: 5.1 eV
HOMO level: -8.8 eV
Charge: +1

Cartesian coordinates (Å):
C -1.0852 3.2208 -2.5059
C -0.8837 3.1890 -1.0172
O -0.0496 3.8139 -0.4462
N -1.7302 2.2281 -0.2737
H -2.7199 2.5995 -0.2341
H -1.7187 1.4244 -0.9292
C -1.2239 1.9286 1.0832
H -2.0759 2.8322 -2.7248
H -0.2118 2.7541 -2.9609
H -0.9263 4.2539 -2.8171
H -0.1604 1.7465 0.9476
H -1.7535 1.1169 1.5557
H -1.3205 2.8638 1.6263
C -0.4611 -4.2635 0.3724
C 0.9161 -4.3601 0.8964
O 1.4826 -3.5949 1.5879
N 1.6674 -5.6680 0.5182
H 1.6014 -6.3499 1.2790
H 1.1419 -6.0814 -0.2555
C 3.0928 -5.3683 0.1621
H -0.6371 -4.8112 -0.5567
H -0.7381 -3.2264 0.1760
H -1.1715 -4.6872 1.0895
H 3.1057 -4.9794 -0.8465
H 3.6030 -6.3322 0.2268
H 3.5813 -4.8240 0.9616
C 7.2633 1.3288 -1.4096
C 5.7770 1.1085 -1.5867
O 5.2139 1.2164 -2.6050
N 4.9975 0.6462 -0.3464
H 5.4978 -0.2190 -0.1105
H 5.1425 1.2508 0.4664
C 3.5461 0.4670 -0.6484
H 7.4524 2.2520 -1.9530
H 7.7199 0.4530 -1.8679
H 7.5817 1.4975 -0.3825
H 3.3772 -0.1187 -1.5401
H 3.1151 1.4649 -0.7245
H 3.0006 0.1040 0.2218
C -4.9776 2.2245 0.5347
O -4.1432 2.1617 1.7721
O -4.4694 3.1277 -0.2612
C -5.0415 0.7914 -0.0040
F -5.6719 0.7409 -1.1885
F -3.7880 0.3050 -0.2345
F -5.6304 -0.1086 0.8053
C -4.7460 1.6495 2.9242
C -3.7575 1.7616 4.0815
H -2.7576 1.3663 3.8834
H -3.5416 2.8003 4.3332
H -4.2401 1.2068 4.8882
H -5.2127 0.6586 2.9228
H -5.6282 2.2281 3.2574
H -5.9452 2.5989 0.9212
P -0.2302 -0.6244 -1.9073
F -0.9016 -2.0581 -2.1521
F 0.1277 -0.3723 -3.4316
F -1.6743 0.0736 -2.0238
F 0.5474 0.7597 -1.5148
F -0.5689 -0.7954 -0.3047
F 1.2407 -1.3726 -1.7299